# 1
ORCA calculation (ωB97M-V/def2-TZVPD) on the molecule C6H9ClO at a distorted geometry.

```
17
Properties=species:S:1:pos:R:3:forces:R:3:mulliken_charge:R:1
C 1.823648 1.957210 0.411665 -0.8 -0.5 0.2 -0.80
C 1.588057 0.858075 -0.301967 0.4 -0.1 -0.4 -0.44
C 0.429176 -0.047043 -0.130330 -0.7 0.5 0.0 0.18
C 0.748389 -1.522853 -0.064104 -0.7 -0.5 0.6 -0.79
O 2.128197 -1.785096 -0.029577 0.7 0.2 0.8 -0.54
C -0.838103 0.411210 -0.077301 0.7 -0.3 0.2 0.98
C -1.340426 1.811340 -0.217981 -0.1 -0.8 -2.5 -1.40
Cl -2.133446 -0.759447 0.142266 0.1 0.1 0.0 -0.24
H 2.674273 2.564292 0.185785 0.4 0.3 0.1 0.29
H 1.152333 2.243847 1.232935 0.4 0.0 -0.4 0.28
H 2.329853 0.543902 -1.065925 -0.6 0.2 0.5 0.34
H 0.379083 -2.044120 -0.954305 -0.1 0.1 0.1 0.34
H 0.220228 -1.973869 0.822096 0.4 0.3 -0.7 0.34
H 2.497839 -1.406643 0.796035 -0.3 -0.3 -0.7 0.32
H -1.723810 2.208591 0.664477 -0.5 0.7 1.7 0.33
H -2.189342 1.807637 -0.941368 0.5 0.0 0.4 0.38
H -0.561909 2.440101 -0.641524 0.0 0.1 0.2 0.42
```
Positions in Å, forces in eV/Å.

Computed properties:
**ΔE to the lowest compared entry with this formula, charge and spin**: 1.084 eV
**HOMO**: -8.8 eV
**F_max**: 2.61 eV/A



# 2
ORCA calculation (ωB97M-V/def2-TZVPD) on the molecule C6H9ClS at a distorted geometry.

```
17
Properties=species:S:1:pos:R:3:forces:R:3:mulliken_charge:R:1
C -0.742778 -0.506473 1.779740 0.3 0.9 0.3 -1.29
C -0.973842 -0.545273 0.303662 0.0 -0.1 -0.1 1.22
C -2.001541 -1.456966 -0.227387 0.0 0.4 -0.9 -0.34
S -2.936145 -2.457530 0.628953 0.1 0.1 -0.2 -0.24
C -0.310042 0.176582 -0.608432 1.1 0.5 1.4 -0.75
C 0.841295 1.127707 -0.357063 -0.3 -0.1 -0.5 0.16
C 2.121657 0.687512 -1.067219 -0.1 0.5 0.1 -1.20
Cl 0.344077 2.765882 -0.970329 0.0 -0.1 -0.1 -0.21
H -1.700319 -0.290211 2.285797 0.5 -0.1 0.0 0.33
H -0.367749 -1.452170 2.131894 -0.1 -0.6 0.1 0.35
H 0.040726 0.225620 2.082515 -0.8 -0.3 -0.3 0.33
H -2.095232 -1.357181 -1.346327 -0.1 -0.3 1.1 0.20
H -0.524088 0.052742 -1.629968 -0.4 -0.1 -1.3 0.26
H 1.028893 1.309500 0.688550 0.0 -0.2 0.3 0.17
H 2.921628 1.439450 -0.901697 -0.5 -0.5 -0.2 0.34
H 2.410993 -0.271986 -0.651536 0.2 -0.2 0.1 0.32
H 1.942466 0.552793 -2.141153 0.1 0.1 0.2 0.34
```
Positions in Å, forces in eV/Å.

Computed properties:
**ΔE to the lowest compared entry with this formula, charge and spin**: 0.267 eV
**HOMO**: -8.8 eV
**F_max**: 1.80 eV/A



# 3
ORCA calculation (ωB97M-V/def2-TZVPD) on the molecule C6H9ClSi at a distorted geometry.

```
17
Properties=species:S:1:pos:R:3:forces:R:3:mulliken_charge:R:1
C -1.469841 0.421605 0.809416 1.2 -3.6 0.9 -1.77
C -0.091570 0.460790 0.282425 0.8 -0.1 0.3 0.72
C 0.777945 -0.496901 -0.094315 -1.7 -1.3 -0.4 0.55
C 0.223254 -1.901926 -0.279054 -1.5 3.1 -2.1 -1.53
Si 2.398809 0.250247 -0.654227 -2.0 0.4 -1.1 0.41
Cl 3.853915 -0.311593 0.550679 1.6 -0.6 1.2 -0.26
C 1.688881 1.941249 -0.195637 -0.3 -1.2 -0.9 -0.77
C 0.381883 1.819268 0.112775 3.7 -0.8 -0.6 -0.68
H -2.095762 0.478606 0.024658 -2.4 0.6 -3.2 0.44
H -1.717650 1.207031 1.424891 -0.2 1.8 1.7 0.51
H -1.813927 -0.539314 1.234482 0.6 0.4 0.3 0.33
H -0.622096 -1.868642 -1.054000 1.0 -0.2 1.1 0.26
H -0.084344 -2.381341 0.563415 -1.4 -0.9 2.7 0.41
H 0.928847 -2.534995 -0.622043 2.5 -2.0 -1.6 0.50
H 2.907537 -0.114720 -2.105719 -0.7 0.6 1.3 -0.12
H 2.242806 2.785436 -0.453072 0.3 1.8 0.0 0.47
H -0.287025 2.586176 0.203194 -1.5 2.2 0.4 0.52
```
Positions in Å, forces in eV/Å.

Computed properties:
**ΔE to the lowest compared entry with this formula, charge and spin**: 0.698 eV
**HOMO**: -8.4 eV
**F_max**: 4.03 eV/A



# 4
ORCA calculation (ωB97M-V/def2-TZVPD) on a structure of composition C6H9EuO4 at a distorted geometry.

```
20
Properties=species:S:1:pos:R:3:forces:R:3:mulliken_charge:R:1
O -2.137732 1.911614 -1.755683 0.5 0.5 0.6 -0.24
C -1.099394 1.276172 -2.440397 0.4 -0.5 -0.5 -0.08
C -1.305248 0.487132 -3.490885 0.0 0.2 0.3 -0.84
H -0.114842 1.536155 -2.045744 -0.3 0.0 -0.1 0.40
H -0.439883 0.064806 -4.002595 -0.2 0.2 0.0 0.39
H -2.307280 0.289300 -3.874756 0.2 0.1 0.0 0.35
O 1.969939 -1.181979 0.935620 0.5 0.0 -0.2 -0.23
C 0.883448 -1.281364 0.208658 -1.1 0.3 -0.7 0.02
O 1.013508 -1.926588 -0.869479 -0.5 -0.2 0.0 -0.65
Eu -1.350400 -1.576153 -1.166475 2.5 -1.9 0.2 1.43
O -2.701312 0.085273 -0.599750 -0.3 2.3 0.9 -0.51
C -2.659381 1.309973 -0.708809 -1.9 -0.7 -1.0 0.32
H -3.300643 1.979931 -0.123014 0.5 0.0 0.2 0.41
C 2.010336 -0.175581 1.961476 -0.2 0.1 0.2 -0.18
H 2.983025 0.320160 1.852681 -0.3 -0.1 0.0 0.26
H 1.215573 0.555243 1.760896 0.2 -0.1 0.1 0.28
C 1.862140 -0.805248 3.327625 0.0 0.0 0.2 -1.02
H 0.882446 -1.291387 3.432009 0.3 0.1 0.0 0.26
H 2.649025 -1.551605 3.501531 -0.2 0.2 -0.1 0.29
H 1.946675 -0.025855 4.097093 0.0 -0.2 -0.1 0.34
```
Positions in Å, forces in eV/Å.

Computed properties:
**ΔE to the lowest compared entry with this formula, charge and spin**: 0.070 eV
**Net charge**: +1
**HOMO (spin up / spin down)**: -11.1 / -11.2 eV
**2S+1**: 8
**F_max**: 3.12 eV/A